Entry 1:
{
  "formula": "C22H22BrN3O4",
  "method": "ωB97M-V with the def2-TZVPD basis set",
  "energy_ha": -3890.74929,
  "smiles": "O=C(Nc1ccc(Br)cc1)/C(=C/c1cccc([N+](=O)[O-])c1)NC(=O)C1CCCCC1",
  "de_lowest_ev": 0.0000,
  "gap_ev": 7.260,
  "homo_energy_ev": -8.3,
  "symbols": ["O", "C", "N", "C", "C", "C", "C", "C", "C", "H", "H", "Br", "H", "H", "H", "C", "C", "C", "C", "C", "C", "C", "C", "H", "H", "H", "N", "O", "O", "H", "H", "N", "C", "O", "C", "C", "C", "C", "C", "C", "H", "H", "H", "H", "H", "H", "H", "H", "H", "H", "H", "H"],
  "positions_angstrom": [[1.453, -1.347, -3.329], [0.576, -0.993, -2.562], [-0.747, -1.169, -2.750], [-1.388, -1.784, -3.821], [-0.715, -2.395, -4.878], [-1.429, -2.991, -5.900], [-2.812, -2.979, -5.869], [-3.498, -2.377, -4.827], [-2.784, -1.782, -3.807], [-3.305, -1.309, -2.988], [-4.577, -2.374, -4.814], [-3.792, -3.802, -7.281], [-0.908, -3.464, -6.719], [0.362, -2.399, -4.896], [-1.380, -0.758, -2.049], [0.973, -0.276, -1.289], [2.194, 0.295, -1.319], [2.891, 1.010, -0.267], [2.237, 1.737, 0.727], [2.973, 2.376, 1.715], [4.361, 2.338, 1.734], [5.015, 1.645, 0.729], [4.293, 0.995, -0.255], [4.812, 0.453, -1.031], [6.093, 1.612, 0.717], [4.896, 2.845, 2.521], [2.267, 3.080, 2.755], [1.074, 2.870, 2.854], [2.901, 3.817, 3.475], [1.166, 1.867, 0.717], [2.745, 0.161, -2.240], [0.248, -0.331, -0.085], [-1.072, -0.242, 0.223], [-1.964, -0.171, -0.609], [-1.408, -0.197, 1.700], [-0.302, -0.581, 2.681], [-0.860, -0.562, 4.105], [-1.385, 0.830, 4.445], [-2.470, 1.245, 3.457], [-1.923, 1.214, 2.035], [-1.103, 1.932, 1.959], [-2.699, 1.495, 1.321], [-2.817, 2.252, 3.690], [-3.323, 0.566, 3.538], [-1.780, 0.839, 5.462], [-0.565, 1.549, 4.391], [-0.075, -0.847, 4.808], [-1.668, -1.292, 4.192], [0.513, 0.146, 2.642], [0.091, -1.576, 2.452], [-2.249, -0.889, 1.826], [0.864, -0.282, 0.718]]
}


Entry 2:
{
  "formula": "C22H22Cl2O3STeV",
  "method": "ωB97M-V with the def2-TZVPD basis set",
  "multiplicity": 2,
  "energy_ha": -3607.29108,
  "de_lowest_ev": 0.0000,
  "gap_ev": [7.102, 7.410],
  "homo_energy_ev": [-14.5, -14.5],
  "total_charge": 2,
  "symbols": ["V", "Cl", "C", "C", "C", "Cl", "C", "O", "C", "C", "O", "C", "H", "H", "H", "Te", "C", "C", "C", "C", "C", "C", "C", "C", "C", "C", "C", "C", "H", "H", "H", "H", "H", "H", "H", "H", "H", "H", "C", "S", "C", "O", "H", "H", "H", "H", "H", "H", "C", "H", "H", "H"],
  "positions_angstrom": [[0.761, 0.677, 0.891], [-3.477, 4.924, 4.984], [-2.608, 3.733, 4.108], [-3.021, 2.401, 4.162], [-2.337, 1.416, 3.469], [-2.838, -0.225, 3.528], [-1.225, 1.761, 2.711], [-0.526, 0.817, 2.061], [-0.816, 3.101, 2.644], [0.308, 3.464, 1.840], [0.964, 2.679, 1.127], [-1.511, 4.090, 3.354], [-3.885, 2.130, 4.755], [0.618, 4.514, 1.840], [-1.192, 5.123, 3.307], [0.072, -2.008, 0.765], [1.044, -2.621, -1.008], [0.514, -2.355, -2.265], [1.184, -2.807, -3.395], [2.373, -3.515, -3.269], [2.895, -3.780, -2.009], [2.229, -3.337, -0.873], [-1.864, -1.692, 0.024], [-2.828, -2.656, 0.297], [-4.131, -2.458, -0.140], [-4.465, -1.306, -0.836], [-3.499, -0.344, -1.106], [-2.195, -0.534, -0.674], [-0.431, -1.835, -2.370], [0.761, -2.627, -4.375], [2.880, -3.881, -4.152], [3.807, -4.352, -1.907], [2.626, -3.580, 0.106], [-2.573, -3.555, 0.843], [-4.883, -3.207, 0.066], [-5.481, -1.156, -1.174], [-3.762, 0.551, -1.654], [-1.444, 0.216, -0.902], [3.358, -0.076, -2.304], [1.814, 0.803, -2.348], [2.397, 2.475, -2.541], [1.338, 0.772, -0.868], [3.788, -0.011, -3.304], [3.133, -1.116, -2.071], [4.019, 0.376, -1.565], [2.855, 2.543, -3.529], [3.118, 2.708, -1.759], [1.534, 3.135, -2.496], [2.433, 0.216, 1.873], [2.164, -0.090, 2.884], [3.068, 1.103, 1.896], [2.938, -0.606, 1.360]]
}


Entry 3:
{
  "formula": "C22H22GeKN2OS",
  "method": "ωB97M-V with the def2-TZVPD basis set",
  "energy_ha": -4111.35345,
  "de_lowest_ev": 0.2242,
  "gap_ev": 5.899,
  "homo_energy_ev": -3.7,
  "total_charge": -1,
  "symbols": ["K", "O", "N", "C", "C", "C", "C", "C", "S", "H", "H", "H", "H", "C", "Ge", "C", "C", "C", "C", "C", "C", "C", "C", "C", "C", "C", "C", "C", "C", "C", "C", "H", "H", "H", "H", "H", "H", "H", "H", "H", "H", "H", "H", "H", "H", "H", "N", "H", "H", "H"],
  "positions_angstrom": [[0.083, 0.149, -0.046], [2.310, -0.112, 0.420], [2.629, -0.916, 1.378], [3.603, -1.811, 1.190], [3.953, -2.748, 2.135], [3.257, -2.780, 3.341], [2.270, -1.851, 3.541], [1.960, -0.877, 2.577], [0.828, 0.325, 2.868], [4.097, -1.749, 0.231], [4.749, -3.444, 1.920], [3.497, -3.514, 4.099], [1.692, -1.824, 4.451], [-4.160, -0.425, -1.790], [-3.001, -0.052, -0.157], [-3.868, -1.239, 1.216], [-3.561, -1.030, 2.556], [-3.997, -1.887, 3.547], [-4.756, -2.999, 3.214], [-5.077, -3.228, 1.887], [-4.631, -2.359, 0.908], [-3.817, 1.699, 0.496], [-2.927, 2.690, 0.825], [-3.322, 3.982, 1.192], [-4.646, 4.319, 1.188], [-5.617, 3.345, 0.892], [-6.992, 3.655, 0.881], [-7.925, 2.686, 0.649], [-7.522, 1.356, 0.467], [-6.193, 1.039, 0.445], [-5.197, 2.019, 0.599], [-5.234, -0.409, -1.637], [-3.891, -1.403, -2.188], [-3.922, 0.309, -2.557], [-2.956, -0.171, 2.826], [-3.741, -1.702, 4.584], [-5.104, -3.677, 3.985], [-5.674, -4.093, 1.617], [-4.883, -2.555, -0.128], [-1.865, 2.468, 0.809], [-2.574, 4.723, 1.452], [-4.971, 5.318, 1.448], [-7.302, 4.676, 1.068], [-8.979, 2.930, 0.631], [-8.269, 0.581, 0.364], [-5.874, 0.019, 0.333], [0.721, 3.006, -0.598], [0.758, 2.453, 0.253], [0.124, 3.803, -0.407], [1.663, 3.354, -0.746]]
}